89
Properties=species:S:1:pos:R:3:lowdin_charge:R:1 method="wB97M-V/def2-TZVPD" e_homo_ev=-7.90 lumo_ev=0.13 gap_ev=8.03
O 4.946 2.373 2.272 -0.27
S 3.614 2.550 1.813 0.55
O 2.699 3.173 2.700 -0.26
O 3.698 3.431 0.485 -0.16
C 2.973 0.999 1.247 -0.23
C 2.553 0.129 2.436 -0.21
C 1.087 -0.325 2.462 -0.24
C 0.511 -0.759 1.098 -0.43
P -0.527 0.476 0.196 0.91
C -2.197 0.512 0.982 -0.44
C -2.613 1.792 1.705 -0.25
C -1.780 2.165 2.910 -0.23
F -0.675 2.932 2.573 -0.07
H 3.072 3.076 -0.168 0.05
H 2.183 1.207 0.536 0.06
H 3.797 0.534 0.720 0.11
H 3.209 -0.732 2.478 0.08
H 2.732 0.686 3.350 0.11
H 1.065 -1.193 3.117 0.09
H 0.474 0.427 2.944 0.08
H -0.145 -1.606 1.271 0.07
H 1.323 -1.057 0.439 0.00
H 0.059 1.704 0.552 -0.05
H -2.374 -0.351 1.619 0.08
H -2.886 0.405 0.149 -0.07
H -2.587 2.635 1.021 0.11
H -3.627 1.645 2.056 0.03
H -1.475 1.281 3.467 0.10
H -2.386 2.761 3.590 0.11
C 2.041 -4.106 0.433 -1.01
Cl 2.424 -3.025 -0.912 0.53
Cl 2.746 -3.555 1.961 0.55
H 0.963 -4.145 0.545 0.03
H 2.437 -5.088 0.209 -0.06
C 3.724 -8.110 0.256 -1.02
Cl 5.036 -7.225 -0.520 0.50
Cl 2.133 -7.541 -0.286 0.54
H 3.815 -9.160 0.008 0.03
H 3.795 -7.963 1.326 -0.01
C -5.633 -0.513 4.135 -1.04
Cl -5.788 0.973 3.184 0.55
Cl -3.977 -0.812 4.687 0.51
H -6.275 -0.426 5.003 0.03
H -5.940 -1.343 3.516 -0.07
C -1.020 -0.289 -3.953 -0.95
Cl -0.990 1.370 -3.353 0.46
Cl -0.767 -1.491 -2.675 0.49
H -1.985 -0.466 -4.412 0.03
H -0.227 -0.407 -4.681 0.03
C -6.880 -4.374 2.687 -0.97
Cl -6.055 -3.409 1.451 0.53
Cl -6.502 -3.719 4.282 0.56
H -7.952 -4.351 2.537 0.03
H -6.506 -5.388 2.622 0.03
C 5.546 5.745 2.956 -1.03
Cl 5.933 6.867 1.640 0.49
Cl 6.322 6.218 4.474 0.50
H 4.473 5.741 3.102 0.02
H 5.893 4.756 2.682 0.00
C -7.039 -3.211 -2.201 -1.07
Cl -5.996 -3.535 -3.595 0.50
Cl -8.708 -3.730 -2.480 0.50
H -6.651 -3.753 -1.349 -0.02
H -7.021 -2.143 -2.018 -0.07
C -5.075 0.470 -2.212 -0.92
Cl -5.677 -0.520 -0.870 0.56
Cl -3.483 1.136 -1.847 0.57
H -4.993 -0.160 -3.090 0.03
H -5.771 1.281 -2.386 0.04
C 2.427 5.110 -3.199 -0.94
Cl 1.746 3.508 -2.869 0.52
Cl 1.208 6.206 -3.857 0.55
H 2.804 5.524 -2.272 0.03
H 3.224 5.001 -3.924 0.04
C 7.505 -8.767 2.658 -1.01
Cl 7.777 -8.864 0.918 0.50
Cl 5.823 -9.098 3.104 0.52
H 8.132 -9.504 3.145 0.02
H 7.758 -7.769 2.991 0.03
C 2.118 7.399 -7.566 -1.03
Cl 3.758 7.915 -7.153 0.50
Cl 2.104 6.163 -8.830 0.50
H 1.656 6.986 -6.677 -0.02
H 1.567 8.260 -7.921 0.02
C -1.298 4.165 -3.764 -1.11
Cl -0.201 3.702 -5.070 0.44
Cl -2.962 3.653 -4.074 0.49
H -0.959 3.694 -2.849 -0.05
H -1.283 5.243 -3.669 -0.01


106
Properties=species:S:1:pos:R:3:lowdin_charge:R:1 method="wB97M-V/def2-TZVPD" e_homo_ev=-8.21 charge=-1 lumo_ev=1.37 gap_ev=9.58
Na -1.379 18.054 27.912 0.40
C -4.065 19.645 28.371 -0.63
F -2.836 19.831 28.874 0.12
F -4.965 20.403 28.962 0.16
F -3.975 20.003 27.095 0.15
S -4.617 17.788 28.575 0.71
O -4.325 17.407 29.944 -0.29
O -6.030 17.674 28.229 -0.27
N -3.522 17.067 27.477 -0.33
S -4.372 16.480 26.445 0.54
O -5.184 15.315 26.936 -0.30
O -5.020 17.523 25.665 -0.32
C -3.103 15.851 25.097 -0.59
F -3.695 15.290 24.035 0.14
F -2.288 16.857 24.635 0.08
F -2.238 14.966 25.561 0.13
C -0.128 16.402 31.643 -0.75
F -1.313 16.276 31.095 0.14
F -0.296 16.817 32.871 0.17
F 0.527 15.309 31.763 0.20
S 0.728 17.729 30.625 0.66
O -0.122 18.848 30.998 -0.32
O 2.076 17.937 31.101 -0.26
N 0.483 17.208 29.048 -0.32
S 1.772 16.406 28.771 0.57
O 2.932 17.191 28.352 -0.30
O 2.059 15.329 29.687 -0.28
C 1.302 15.498 27.092 -0.64
F 0.830 16.240 26.134 0.16
F 2.446 14.956 26.613 0.11
F 0.433 14.514 27.373 0.12
O -4.720 12.338 31.831 -0.28
S -5.134 13.263 30.814 0.66
O -5.603 12.781 29.544 -0.29
O -6.247 14.310 31.439 -0.27
C -7.073 15.030 30.603 -0.29
C -7.341 16.491 31.102 -0.05
C -3.802 14.561 30.560 -0.09
H -8.004 14.473 30.502 0.12
H -6.636 15.081 29.605 0.10
H -7.864 16.975 30.277 0.07
H -6.430 17.036 31.347 0.06
H -7.973 16.654 31.975 0.07
H -2.805 14.141 30.694 0.06
H -4.001 15.277 31.357 0.06
H -3.757 14.987 29.557 0.04
O -0.057 20.000 26.890 -0.30
S 0.724 19.995 25.669 0.69
O 2.001 19.250 25.607 -0.28
O -0.268 19.477 24.512 -0.27
C -1.548 20.098 24.279 -0.24
C -1.639 20.709 22.823 -0.05
C 0.968 21.783 24.895 -0.03
H -1.817 20.851 25.019 0.11
H -2.382 19.399 24.324 0.11
H -2.621 21.142 22.632 0.08
H -1.430 20.007 22.016 0.08
H -0.944 21.543 22.718 0.05
H 0.038 22.312 25.105 0.06
H 1.364 21.688 23.884 0.07
H 1.736 22.258 25.506 0.04
O -3.986 21.372 33.558 -0.31
S -4.595 20.161 33.055 0.72
O -5.373 19.217 33.917 -0.32
O -5.562 20.551 31.738 -0.28
C -6.478 21.603 31.919 -0.32
C -6.745 22.204 30.554 -0.06
C -3.227 19.260 32.182 -0.08
H -6.110 22.325 32.648 0.11
H -7.377 21.254 32.427 0.12
H -7.120 21.358 29.979 0.08
H -5.794 22.652 30.268 0.08
H -7.515 22.976 30.560 0.08
H -3.312 18.174 32.205 0.06
H -2.313 19.572 32.688 0.05
H -3.066 19.674 31.186 0.04
O 2.202 20.675 32.400 -0.29
S 1.028 21.033 33.219 0.68
O 0.330 19.967 33.905 -0.29
O 1.452 22.185 34.326 -0.27
C 0.512 22.387 35.376 -0.28
C 1.267 22.958 36.604 -0.05
C -0.209 21.979 32.156 -0.08
H 0.052 21.461 35.722 0.11
H -0.289 22.988 34.947 0.11
H 2.293 22.590 36.567 0.08
H 0.900 22.789 37.616 0.07
H 1.223 24.043 36.517 0.07
H 0.040 23.002 31.872 0.07
H -1.153 22.032 32.698 0.05
H -0.181 21.397 31.235 0.03
O 4.680 22.264 29.396 -0.29
S 3.463 22.329 28.613 0.66
O 2.787 23.629 28.563 -0.31
O 3.866 21.955 27.085 -0.29
C 5.125 21.455 26.763 -0.31
C 5.320 20.023 27.205 -0.06
C 2.316 20.958 28.976 -0.08
H 5.839 22.088 27.290 0.11
H 5.309 21.611 25.700 0.12
H 4.495 19.450 26.779 0.07
H 5.262 20.023 28.293 0.08
H 6.301 19.656 26.905 0.09
H 2.535 20.195 28.230 0.05
H 1.310 21.332 29.168 0.07
H 2.659 20.622 29.955 0.05


70
Properties=species:S:1:pos:R:3:lowdin_charge:R:1 method="wB97M-V/def2-TZVPD" e_homo_ev=-11.57 charge=+1 lumo_ev=-3.35 gap_ev=8.21
C 0.527 3.668 -1.067 -0.11
C -0.751 2.749 -1.420 -0.20
C -0.348 1.245 -0.979 -0.25
C 0.778 0.596 -1.909 -0.18
C 1.454 -0.720 -1.281 -0.12
C 0.446 -1.677 -0.534 -0.14
N -0.305 -2.805 -1.082 0.18
C -1.041 -3.348 0.005 -0.31
N -1.878 -4.412 0.094 0.13
N -0.790 -2.626 1.227 0.12
N 0.087 -1.669 0.856 -0.23
P 0.797 -0.488 1.984 1.01
C 2.421 -1.249 2.581 -0.40
C 3.592 -0.129 2.537 -0.16
C -0.372 -0.063 3.402 -0.38
C -1.652 0.746 2.806 -0.15
H 1.437 3.053 -0.765 0.07
H 0.804 4.325 -1.948 0.08
H 0.277 4.321 -0.160 0.04
H -1.565 3.059 -0.672 0.10
H -1.086 2.821 -2.499 0.11
H -1.249 0.555 -0.935 0.11
H 0.133 1.369 0.057 0.06
H 0.368 0.300 -2.938 0.13
H 1.636 1.345 -2.053 0.12
H 2.328 -0.470 -0.582 0.11
H 1.920 -1.331 -2.131 0.13
H -1.507 -5.343 -0.115 0.12
H -2.864 -4.343 0.350 0.12
H -1.177 -2.780 2.170 0.18
H 2.278 -1.688 3.618 0.08
H 2.694 -2.078 1.833 0.08
H 4.596 -0.666 2.547 0.08
H 3.502 0.517 1.607 0.06
H 3.518 0.523 3.462 0.08
H -0.672 -1.008 3.957 0.07
H 0.180 0.668 4.090 0.10
H -1.293 1.305 1.881 0.04
H -2.067 1.465 3.575 0.08
H -2.411 -0.029 2.472 0.07
C -0.806 -6.573 -4.914 -0.22
C -0.736 -5.356 -3.988 -0.22
C 0.534 -5.494 -3.145 -0.25
S 1.688 -6.444 -4.130 0.66
O 1.922 -7.707 -3.470 -0.32
O 2.768 -5.586 -4.557 -0.32
C 0.589 -6.721 -5.508 -0.23
H -1.561 -6.448 -5.692 0.12
H -1.062 -7.465 -4.334 0.12
H -0.682 -4.444 -4.590 0.12
H -1.623 -5.279 -3.355 0.11
H 0.970 -4.522 -2.915 0.08
H 0.344 -6.044 -2.222 0.09
H 0.772 -7.705 -5.937 0.11
H 0.785 -5.945 -6.251 0.11
C -0.778 7.622 2.446 -0.22
C -0.908 7.030 3.851 -0.21
C -1.797 5.789 3.745 -0.22
S -1.580 5.158 2.084 0.66
O -2.831 5.286 1.375 -0.31
O -0.850 3.907 2.139 -0.35
C -0.477 6.446 1.526 -0.24
H 0.006 8.380 2.396 0.12
H -1.723 8.093 2.155 0.12
H 0.083 6.743 4.217 0.12
H -1.322 7.752 4.557 0.12
H -1.506 5.022 4.463 0.10
H -2.851 6.039 3.875 0.11
H -0.662 6.663 0.475 0.11
H 0.546 6.091 1.663 0.11


65
Properties=species:S:1:pos:R:3:lowdin_charge:R:1 method="wB97M-V/def2-TZVPD" e_homo_ev="-18.88 / -21.80" charge=+4 multiplicity=5 lumo_ev="-12.66 / -16.79" gap_ev="6.22 / 5.01"
Pt 0.755 -0.530 -0.562 0.77
P -0.735 1.480 -1.133 0.81
P -0.663 -1.179 1.159 0.68
P -0.350 -1.869 -2.102 0.70
H 4.262 -1.294 0.266 0.11
C 4.184 -1.211 -0.815 0.10
C 4.887 -0.231 -1.489 0.17
H 5.256 0.665 -0.984 0.12
C -0.006 2.998 -0.452 -0.20
C -2.446 1.556 -0.508 -0.20
C -0.965 1.802 -2.914 -0.17
C 0.357 -2.484 1.918 -0.23
C -0.920 0.067 2.483 -0.20
C -2.348 -1.906 1.135 -0.18
C -0.026 -1.815 -3.872 -0.24
C -2.200 -1.806 -2.289 -0.20
C -0.131 -3.682 -1.749 -0.21
H 3.713 -2.048 -1.335 0.11
H 5.033 -0.274 -2.574 0.12
H 0.970 3.218 -0.912 0.02
H 0.075 2.911 0.644 0.07
H -0.685 3.818 -0.735 0.10
H -2.445 1.635 0.588 0.05
H -3.004 0.665 -0.827 0.05
H -2.937 2.451 -0.919 0.09
H 0.002 1.914 -3.424 0.04
H -1.526 2.742 -3.001 0.09
H -1.558 0.993 -3.367 0.07
H -0.240 -2.909 2.738 0.08
H 1.277 -2.022 2.308 0.05
H 0.595 -3.247 1.161 0.05
H -1.297 -0.466 3.373 0.10
H -1.653 0.828 2.175 0.04
H 0.048 0.524 2.717 0.02
H -2.347 -2.812 1.755 0.08
H -2.705 -2.148 0.134 0.02
H -3.042 -1.189 1.595 0.08
H -0.831 -2.337 -4.386 0.08
H 0.911 -2.321 -4.055 0.06
H 0.037 -0.803 -4.268 0.05
H -2.499 -1.922 -3.345 0.08
H -2.628 -0.865 -1.908 0.02
H -2.578 -2.670 -1.719 0.06
H -0.434 -4.244 -2.646 0.09
H -0.793 -3.960 -0.915 0.05
H 0.888 -4.002 -1.452 0.06
C 2.486 2.634 -2.842 -0.17
C 2.319 1.814 -1.725 -0.06
C 2.040 0.445 -1.934 -0.45
C 2.289 -0.153 -3.218 -0.10
C 2.423 0.663 -4.331 0.04
C 2.462 2.071 -4.144 0.07
O 2.617 4.027 -2.609 0.15
H 3.432 4.176 -2.108 0.16
H 2.430 2.117 -0.670 0.12
H 2.624 -0.167 -1.172 0.00
H 2.507 -1.227 -3.147 0.12
H 2.477 0.202 -5.337 0.17
H 2.597 2.746 -4.994 0.16
C 2.858 1.920 2.806 0.03
C 2.218 1.151 1.782 -0.13
N 1.671 0.514 0.964 -0.01
H 3.770 2.383 2.431 0.12
H 3.131 1.280 3.648 0.13
H 2.180 2.696 3.165 0.13